Record 1
Formula: C24H43F3O3
Source: OMol25
Level of theory: ωB97M-V/def2-TZVPD

Computed properties:
Total charge: 0
Orbital gap in eV: 10.0252
E_LUMO in eV: 0.696
E_HOMO in eV: -9.33
SMILES: COCCCCC[C@H]1CO[C@@H](CC(C)C)[C@@]1(CCCCCOC)CCC(F)=C(F)F
Spin multiplicity: 1

The geometry in XYZ format:
```
73
C24H43F3O3 (ωB97M-V/def2-TZVPD)
C 7.329 -0.323 2.216
O 7.389 -0.405 0.807
C 6.182 -0.075 0.154
C 5.132 -1.175 0.249
C 3.945 -0.893 -0.695
C 2.640 -0.613 0.058
C 1.611 0.042 -0.867
C 0.189 0.055 -0.281
C 0.283 0.861 1.036
O -0.628 1.931 0.988
C -1.474 1.853 -0.157
C -1.598 3.272 -0.728
C -2.763 4.065 -0.118
C -2.614 4.225 1.392
C -2.771 5.454 -0.767
C -0.990 0.663 -1.089
C -2.266 -0.257 -1.178
C -2.446 -1.388 -0.167
C -2.748 -0.965 1.276
C -3.496 -2.060 2.050
C -2.674 -3.334 2.250
O -3.492 -4.469 2.019
C -3.122 -5.584 2.794
C -0.729 1.150 -2.534
C 0.061 0.291 -3.552
C -0.422 -1.111 -3.655
F -1.597 -1.237 -4.325
C 0.063 -2.225 -3.135
F -0.679 -3.266 -2.793
F 1.343 -2.472 -2.912
H 6.460 0.251 2.552
H 7.278 -1.320 2.661
H 8.230 0.173 2.580
H 6.443 0.080 -0.894
H 5.790 0.873 0.550
H 5.632 -2.091 -0.070
H 4.785 -1.292 1.278
H 3.814 -1.707 -1.407
H 4.176 0.025 -1.248
H 2.229 -1.537 0.473
H 2.900 0.077 0.864
H 1.622 -0.574 -1.761
H 1.939 1.040 -1.177
H 0.024 -0.980 0.018
H 0.168 0.234 1.927
H 1.267 1.330 1.144
H -2.459 1.629 0.264
H -0.677 3.807 -0.473
H -1.719 3.294 -1.809
H -3.706 3.575 -0.381
H -3.383 4.902 1.770
H -1.620 4.587 1.652
H -2.777 3.278 1.909
H -1.864 5.994 -0.486
H -2.756 5.375 -1.857
H -3.641 6.037 -0.465
H -2.303 -0.725 -2.163
H -3.148 0.386 -1.141
H -1.587 -2.059 -0.203
H -3.288 -1.994 -0.519
H -1.808 -0.793 1.807
H -3.363 -0.064 1.298
H -3.732 -1.651 3.035
H -4.436 -2.300 1.552
H -1.820 -3.359 1.563
H -2.291 -3.371 3.276
H -2.046 -5.788 2.727
H -3.660 -6.448 2.411
H -3.381 -5.440 3.850
H -1.714 1.292 -2.987
H -0.268 2.138 -2.537
H -0.100 0.760 -4.527
H 1.133 0.347 -3.396
```

Results of the Mulliken charge analysis, in e, for atoms 1 through 2: number 1, C, carries -0.7179; number 2, O, carries -0.4238


Record 2
Formula: C24H43GdN2OP3S
Source: OMol25
Level of theory: ωB97M-V/def2-TZVPD

Computed properties:
Total charge: +3
Orbital gap (alpha / beta) in eV: 5.9128 / 4.4060
Energy relative to the best compared isomer or geometry (same formula, charge and spin) in eV: 1.740
E_LUMO (alpha / beta) in eV: -9.737 / -10.912
E_HOMO (alpha / beta) in eV: -15.65 / -15.32
Spin multiplicity: 8

The geometry in XYZ format:
```
75
C24H43GdN2OP3S (ωB97M-V/def2-TZVPD)
Gd 0.179 -1.270 1.149
P -0.807 0.165 -1.339
P -1.881 -2.774 2.188
P 0.984 -2.774 -1.176
H 3.943 1.955 0.780
C 3.756 1.914 -0.302
C 2.715 2.534 -0.887
H 1.978 3.116 -0.314
C -1.114 1.962 -1.128
C -2.512 -0.430 -1.727
C -0.118 0.249 -3.046
C -1.186 -3.580 3.695
C -3.432 -2.063 2.854
C -2.550 -4.230 1.295
C 2.333 -1.989 -2.142
C -0.137 -3.510 -2.419
C 1.816 -4.283 -0.549
H 4.459 1.311 -0.891
H 2.540 2.459 -1.966
H -0.156 2.470 -0.967
H -1.756 2.146 -0.260
H -1.592 2.383 -2.024
H -3.175 -0.241 -0.871
H -2.488 -1.513 -1.913
H -2.920 0.078 -2.615
H 0.905 0.642 -3.003
H -0.720 0.925 -3.671
H -0.089 -0.734 -3.528
H -1.926 -4.269 4.132
H -0.925 -2.806 4.435
H -0.270 -4.135 3.440
H -3.843 -2.710 3.645
H -4.163 -1.960 2.039
H -3.230 -1.064 3.268
H -2.971 -4.954 2.012
H -1.745 -4.711 0.719
H -3.336 -3.902 0.598
H 3.184 -2.676 -2.235
H 2.675 -1.079 -1.625
H 1.989 -1.703 -3.143
H 0.356 -4.362 -2.906
H -0.443 -2.781 -3.177
H -1.039 -3.872 -1.905
H 2.120 -4.941 -1.371
H 1.129 -4.816 0.121
H 2.697 -4.017 0.048
C 2.681 -2.934 2.455
C 2.571 -3.492 3.736
C 3.582 -4.334 4.161
C 4.747 -4.495 3.402
C 4.933 -3.730 2.237
C 3.940 -2.842 1.823
O 1.512 -2.705 1.808
H 1.409 0.215 2.410
H 1.653 -3.294 4.288
H 3.461 -4.854 5.112
H 5.526 -5.184 3.734
H 5.859 -3.839 1.672
H 4.095 -2.135 1.003
N 1.561 1.060 2.969
C 0.266 1.649 2.865
N -0.704 0.949 2.307
C -1.903 1.727 2.382
C -3.137 1.500 1.765
C -4.062 2.556 1.765
C -3.773 3.776 2.389
C -2.543 3.980 3.022
C -1.646 2.934 3.034
S -0.010 3.087 3.711
H 2.133 1.766 2.526
H 1.655 1.146 3.984
H -3.365 0.528 1.320
H -5.028 2.440 1.278
H -4.486 4.592 2.394
H -2.234 4.907 3.491
```

Results of the Mulliken charge analysis, in e, for atoms 1 through 2: number 1, Gd, carries -0.3182; number 2, P, carries 0.8007


Record 3
Formula: C24H43IrN2OP3
Source: OMol25
Level of theory: ωB97M-V/def2-TZVPD

Computed properties:
Total charge: +3
Orbital gap (alpha / beta) in eV: 6.8695 / 4.6688
E_LUMO (alpha / beta) in eV: -7.952 / -12.302
E_HOMO (alpha / beta) in eV: -14.82 / -16.97
Spin multiplicity: 5

The geometry in XYZ format:
```
74
C24H43IrN2OP3 (ωB97M-V/def2-TZVPD)
Ir 0.864 0.439 -0.590
P -0.753 -1.237 -0.809
P 3.062 0.824 -0.785
P -0.057 1.470 -2.282
H -1.532 2.260 2.201
C -2.157 2.013 1.342
C -2.630 0.750 1.205
H -2.393 0.015 1.979
C -1.219 -2.336 0.595
C 0.386 -2.325 -1.810
C -2.314 -1.388 -1.816
C 3.848 1.624 0.657
C 3.953 -0.727 -0.806
C 3.408 1.755 -2.319
C -1.832 1.941 -2.279
C 0.196 0.323 -3.705
C 0.597 2.998 -3.103
H -2.378 2.830 0.652
H -3.193 0.407 0.326
H -1.513 -1.739 1.465
H -0.367 -2.955 0.912
H -2.079 -2.971 0.313
H 1.333 -1.773 -1.956
H -0.061 -2.522 -2.796
H 0.574 -3.252 -1.239
H -3.085 -0.699 -1.445
H -2.682 -2.420 -1.703
H -2.137 -1.190 -2.880
H 4.770 2.055 0.251
H 4.065 1.023 1.543
H 3.128 2.387 0.978
H 4.989 -0.462 -1.045
H 3.514 -1.408 -1.553
H 3.880 -1.133 0.210
H 4.500 1.790 -2.444
H 3.054 2.802 -2.228
H 2.940 1.238 -3.179
H -2.035 2.787 -2.971
H -2.117 2.246 -1.262
H -2.493 1.105 -2.559
H 0.264 0.903 -4.636
H -0.626 -0.399 -3.734
H 1.147 -0.189 -3.520
H 0.008 3.263 -4.006
H 1.626 2.809 -3.448
H 0.576 3.848 -2.401
C 1.413 4.119 0.316
C 2.752 4.574 0.360
C 3.108 5.852 -0.073
C 2.162 6.725 -0.592
C 0.822 6.295 -0.572
C 0.433 5.026 -0.147
O 1.087 2.910 0.825
H 0.537 2.135 0.169
H 3.592 3.963 0.674
H 4.166 6.125 -0.099
H 2.487 7.688 -1.013
H 0.070 6.948 -1.018
H -0.625 4.753 -0.215
N 1.063 -0.320 3.679
C 0.808 0.511 2.621
N 1.161 -0.074 1.470
C 1.651 -1.373 1.783
C 2.002 -2.487 1.028
C 2.229 -3.714 1.647
C 2.182 -3.824 3.040
C 1.858 -2.726 3.841
C 1.576 -1.532 3.181
H 0.940 -0.094 4.663
H 0.361 1.481 2.730
H 2.059 -2.366 -0.058
H 2.516 -4.560 1.045
H 2.499 -4.766 3.445
H 1.860 -2.759 4.949
```

Results of the Mulliken charge analysis, in e, for atoms 1 through 2: number 1, Ir, carries 0.8391; number 2, P, carries 0.8000


Record 4
Formula: C24H43N2O5
Source: OMol25
Level of theory: ωB97M-V/def2-TZVPD

Computed properties:
Total charge: +1
Orbital gap in eV: 7.8954
Energy relative to the best compared isomer or geometry (same formula, charge and spin) in eV: 0.000
E_LUMO in eV: -3.710
E_HOMO in eV: -11.61
Spin multiplicity: 1

The geometry in XYZ format:
```
74
C24H43N2O5 (ωB97M-V/def2-TZVPD)
C 4.380 0.500 4.121
C 3.092 1.112 3.559
C 3.292 2.495 3.010
O 4.233 3.156 3.236
O 2.249 3.037 2.280
C 2.015 2.454 1.002
C 0.523 2.281 0.806
N 0.013 1.288 1.784
C 0.175 -0.007 1.417
C -0.230 -1.061 2.218
C -0.063 -2.493 1.783
C -0.745 -2.722 0.424
C -1.280 -4.168 0.189
N -0.763 -5.216 1.068
C -0.814 -0.727 3.442
C -0.990 0.600 3.797
C -0.576 1.634 2.944
C -0.801 3.058 3.328
C -2.118 3.600 2.722
C -3.390 2.890 3.162
O -3.412 2.718 4.575
H 4.116 -0.148 4.950
H 5.087 1.247 4.446
H 4.823 -0.151 3.376
H 2.347 1.184 4.348
H 2.708 0.465 2.775
H 2.417 3.101 0.227
H 2.529 1.498 0.919
H 0.314 1.879 -0.181
H 0.013 3.226 0.910
H 0.634 -0.178 0.457
H -0.515 -3.126 2.536
H 0.997 -2.732 1.759
H -0.078 -2.440 -0.387
H -1.578 -2.025 0.363
H -1.020 -4.453 -0.824
H -2.360 -4.169 0.274
H -1.182 -5.169 1.985
H 0.239 -5.152 1.179
H -1.146 -1.497 4.122
H -1.434 0.848 4.744
H -0.013 3.675 2.919
H -0.815 3.152 4.405
H -2.049 3.481 1.643
H -2.215 4.651 2.966
H -4.254 3.462 2.839
H -3.444 1.911 2.680
H -3.737 1.838 4.766
C 1.661 2.257 -4.069
C 0.458 1.826 -4.908
C -0.392 1.085 -3.883
O -0.138 1.720 -2.618
C 0.993 2.585 -2.745
H 2.213 3.098 -4.483
H 2.352 1.420 -3.950
H -0.075 2.704 -5.278
H 0.722 1.204 -5.761
H -0.103 0.032 -3.808
H -1.460 1.137 -4.096
H 0.644 3.623 -2.725
H 1.657 2.425 -1.891
C -0.763 -3.948 -5.540
C -1.903 -2.990 -5.206
C -1.869 -2.989 -3.685
O -0.503 -3.203 -3.308
C 0.252 -3.610 -4.458
H -0.364 -3.822 -6.544
H -1.098 -4.982 -5.433
H -1.678 -1.992 -5.590
H -2.867 -3.298 -5.605
H -2.475 -3.803 -3.273
H -2.214 -2.047 -3.254
H 0.896 -2.778 -4.764
H 0.883 -4.456 -4.188
```

Results of the Mulliken charge analysis, in e, for atoms 1 through 2: number 1, C, carries -1.3485; number 2, C, carries 0.5554


Record 5
Formula: C24H43N2P3STi
Source: OMol25
Level of theory: ωB97M-V/def2-TZVPD

Computed properties:
Total charge: +3
Orbital gap (alpha / beta) in eV: 7.1448 / 6.7363
Energy relative to the best compared isomer or geometry (same formula, charge and spin) in eV: 2.389
E_LUMO (alpha / beta) in eV: -8.842 / -9.798
E_HOMO (alpha / beta) in eV: -15.99 / -16.53
Spin multiplicity: 2

The geometry in XYZ format:
```
74
C24H43N2P3STi (ωB97M-V/def2-TZVPD)
Ti 1.977 -1.043 -0.108
P 2.964 0.979 0.863
P -0.538 -0.557 0.621
P -2.112 2.687 -3.321
H 2.614 -2.438 -2.494
C 2.094 -1.551 -2.126
C 3.022 -0.500 -1.677
H 4.081 -0.736 -1.537
C 4.667 0.335 1.069
C 2.326 1.361 2.516
C 2.993 2.507 -0.164
C -2.057 -1.463 0.099
C -0.506 -1.120 2.343
C -1.104 1.163 0.829
C -2.237 3.350 -4.985
C -0.906 3.503 -2.281
C -3.710 2.815 -2.530
H 1.352 -1.165 -2.859
H 2.739 0.517 -1.985
H 4.772 -0.655 0.592
H 4.910 0.199 2.128
H 5.404 0.994 0.584
H 1.729 0.512 2.861
H 1.665 2.237 2.476
H 3.137 1.543 3.233
H 3.504 2.270 -1.112
H 3.472 3.363 0.346
H 1.948 2.771 -0.430
H -2.858 -1.287 0.840
H -1.872 -2.543 0.086
H -2.391 -1.168 -0.907
H -1.273 -0.575 2.888
H 0.457 -0.940 2.808
H -0.720 -2.189 2.399
H -1.777 1.223 1.684
H -1.629 1.499 -0.071
H -0.246 1.811 1.009
H -3.051 4.083 -4.960
H -2.477 2.542 -5.687
H -1.290 3.810 -5.276
H -1.276 4.520 -2.075
H 0.062 3.563 -2.795
H -0.770 2.969 -1.325
H -4.323 3.479 -3.156
H -3.584 3.222 -1.519
H -4.168 1.821 -2.470
C -1.612 -2.170 -3.727
C -2.895 -2.732 -4.005
C -3.010 -4.098 -4.213
C -1.935 -4.970 -3.974
C -0.696 -4.451 -3.497
C -0.541 -3.078 -3.442
S -1.418 -0.528 -3.578
H -1.919 1.256 -3.537
H -3.708 -2.014 -4.117
H -3.975 -4.450 -4.544
H -2.027 -6.038 -4.115
H 0.126 -5.108 -3.167
H 0.441 -2.641 -3.210
N 0.496 -4.776 0.748
C 0.546 -3.737 -0.084
N 1.641 -3.025 0.186
C 2.306 -3.595 1.285
C 3.187 -2.887 2.094
C 3.368 -3.408 3.386
C 2.678 -4.571 3.772
C 1.761 -5.235 2.933
C 1.574 -4.701 1.655
H -0.219 -5.481 0.785
H -0.185 -3.421 -0.810
H 3.657 -1.960 1.744
H 4.036 -2.879 4.056
H 2.900 -4.959 4.784
H 1.232 -6.124 3.210
```

Results of the Mulliken charge analysis, in e, for atoms 1 through 2: number 1, Ti, carries -0.0680; number 2, P, carries 1.2764


Record 6
Formula: C24H43N3O2
Source: OMol25
Level of theory: ωB97M-V/def2-TZVPD

Computed properties:
Total charge: 0
Orbital gap in eV: 8.4766
Energy relative to the best compared isomer or geometry (same formula, charge and spin) in eV: 1.011
E_LUMO in eV: 0.675
E_HOMO in eV: -7.80
SMILES: CC(C)=CCC[C@@H](C)CN1CCC(N2CCC(C(=O)N3CCOCC3)CC2)CC1
Spin multiplicity: 1

The geometry in XYZ format:
```
72
C24H43N3O2 (ωB97M-V/def2-TZVPD)
C -5.370 -2.890 -1.723
C -4.734 -4.213 -1.415
C -5.028 -4.739 -0.040
C -3.954 -4.876 -2.260
C -3.555 -4.424 -3.636
C -2.575 -3.245 -3.596
C -1.316 -3.533 -2.774
C -0.300 -4.361 -3.555
C -0.680 -2.209 -2.324
N -1.613 -1.419 -1.537
C -1.426 0.012 -1.629
C -0.207 0.530 -0.852
C -0.355 0.152 0.631
N 0.692 0.571 1.541
C 0.526 1.815 2.246
C 1.019 3.047 1.473
C 2.504 2.886 1.113
C 3.377 2.997 2.359
O 3.937 2.039 2.857
N 3.491 4.230 2.922
C 3.082 5.510 2.389
C 4.332 6.359 2.109
O 5.115 6.520 3.265
C 5.522 5.269 3.779
C 4.314 4.390 4.108
C 2.717 1.539 0.409
C 2.075 0.369 1.173
C -0.535 -1.371 0.719
C -1.719 -1.821 -0.147
H -4.732 -2.081 -1.370
H -6.332 -2.807 -1.219
H -5.522 -2.760 -2.791
H -4.733 -4.005 0.710
H -4.496 -5.667 0.152
H -6.097 -4.921 0.077
H -3.536 -5.823 -1.941
H -3.101 -5.261 -4.169
H -4.439 -4.117 -4.202
H -3.071 -2.388 -3.143
H -2.292 -2.976 -4.617
H -1.613 -4.093 -1.884
H 0.574 -4.577 -2.943
H -0.736 -5.306 -3.868
H 0.029 -3.823 -4.443
H -0.419 -1.633 -3.215
H 0.254 -2.427 -1.783
H -1.345 0.286 -2.685
H -2.330 0.486 -1.228
H -0.141 1.613 -0.973
H 0.696 0.078 -1.265
H -1.282 0.612 0.998
H -0.527 1.941 2.509
H 1.102 1.740 3.177
H 0.859 3.937 2.083
H 0.440 3.158 0.553
H 2.803 3.678 0.415
H 2.502 5.404 1.476
H 2.470 6.021 3.143
H 4.050 7.363 1.787
H 4.926 5.875 1.316
H 6.103 5.483 4.677
H 6.160 4.753 3.045
H 4.635 3.400 4.434
H 3.715 4.866 4.892
H 3.787 1.344 0.321
H 2.299 1.610 -0.597
H 2.161 -0.541 0.579
H 2.640 0.224 2.099
H -0.706 -1.655 1.758
H 0.376 -1.869 0.386
H -1.829 -2.905 -0.103
H -2.638 -1.375 0.250
```

Results of the natural (NBO) charge analysis, in e, for atoms 1 through 2: number 1, C, carries -0.6579; number 2, C, carries 0.0331